Computed, not measured: a 4-piece molecular cluster, C28H51ClN4O13P overall at a distorted geometry, with wB97M-V/def2-TZVPD.

Last columns: bonded neighbours and bond lengths (Å).
Element x y z (Å)
1 C 4.97 2.55 1.68  O2 1.423, H30 1.122, H31 1.127, H32 1.124
2 O 5.27 1.67 0.60  C1 1.423, C3 1.442
3 C 4.80 2.20 -0.65  O2 1.442, C4 1.566, H33 1.127, H34 1.120
4 C 5.48 1.46 -1.86  C3 1.566, C5 1.567, H35 1.121, H36 1.124
5 C 4.61 0.33 -2.50  C4 1.567, C6 1.568, H37 1.118, H38 1.125
6 C 3.17 0.76 -2.92  C5 1.568, C7 1.574, H39 1.126, H40 1.119
7 C 3.10 1.82 -4.09  C6 1.574, C8 1.588, H41 1.119, H42 1.119
8 C 2.93 3.32 -3.58  C7 1.588, C9 1.585, H43 1.116, H44 1.118
9 C 1.48 3.79 -3.99  C8 1.585, C10 1.594, H45 1.120, H46 1.117
10 C 1.04 4.91 -2.94  C9 1.594, C11 1.559, H47 1.112, H48 1.125
11 C -0.39 4.69 -2.36  C10 1.559, C12 1.573, H49 1.109, H50 1.126
12 C -0.41 3.49 -1.34  C11 1.573, N13 1.311, C25 1.484
13 N 0.68 3.41 -0.61  C12 1.311, N14 1.319
14 N 0.71 2.44 0.29  N13 1.319, C15 1.338, H51 1.027
15 C -0.33 1.61 0.45  N14 1.338, C16 1.570, C20 1.442
16 C -0.15 0.55 1.60  C15 1.570, C17 1.554, H52 1.126, H53 1.115
17 C 0.84 -0.57 1.20  C16 1.554, O18 1.179, Cl19 1.807
18 O 0.48 -1.68 1.04  C17 1.179
19 Cl 2.62 -0.27 1.00  C17 1.807
20 C -1.56 1.56 -0.30  C15 1.442, P21 1.857, C25 1.508
21 P -2.94 0.36 -0.02  C20 1.857, N22 1.568, O23 1.660, O24 1.664
22 N -3.57 0.74 1.37  P21 1.568, H54 1.024
23 O -2.46 -1.23 0.07  P21 1.660, H55 0.983
24 O -4.15 0.59 -1.13  P21 1.664, H56 0.981
25 C -1.63 2.65 -1.34  C12 1.484, C20 1.508, N26 1.394
26 N -2.73 2.84 -2.18  C25 1.394, C27 1.296
27 C -2.56 2.41 -3.39  N26 1.296, C28 1.553, C29 1.558
28 C -1.83 1.10 -3.80  C27 1.553, H57 1.118, H58 1.118, H59 1.118
29 C -3.19 3.26 -4.54  C27 1.558, H60 1.121, H61 1.121, H62 1.114
30 H 4.56 3.54 1.34  C1 1.122
31 H 4.24 2.11 2.41  C1 1.127
32 H 5.88 2.80 2.29  C1 1.124
33 H 5.15 3.27 -0.69  C3 1.127
34 H 3.68 2.22 -0.69  C3 1.120
35 H 5.87 2.21 -2.60  C4 1.121
36 H 6.39 0.97 -1.43  C4 1.124
37 H 5.09 -0.15 -3.39  C5 1.118
38 H 4.50 -0.48 -1.73  C5 1.125
39 H 2.66 -0.17 -3.32  C6 1.126
40 H 2.59 1.06 -2.01  C6 1.119
41 H 2.21 1.57 -4.71  C7 1.119
42 H 4.02 1.79 -4.72  C7 1.119
43 H 3.08 3.41 -2.48  C8 1.116
44 H 3.65 4.01 -4.08  C8 1.118
45 H 1.47 4.26 -5.01  C9 1.120
46 H 0.72 2.97 -3.92  C9 1.117
47 H 1.78 5.08 -2.12  C10 1.112
48 H 1.00 5.88 -3.52  C10 1.125
49 H -1.17 4.59 -3.14  C11 1.109
50 H -0.67 5.59 -1.74  C11 1.126
51 H 1.54 2.36 0.89  N14 1.027
52 H 0.24 1.13 2.48  C16 1.126
53 H -1.12 0.12 1.93  C16 1.115
54 H -3.51 -0.06 1.99  N22 1.024
55 H -1.67 -1.30 -0.52  O23 0.983
56 H -3.86 0.11 -1.94  O24 0.981
57 H -2.45 0.19 -3.60  C28 1.118
58 H -1.65 1.13 -4.91  C28 1.118
59 H -0.83 0.97 -3.33  C28 1.118
60 H -3.19 2.68 -5.50  C29 1.121
61 H -4.27 3.45 -4.31  C29 1.121
62 H -2.62 4.19 -4.73  C29 1.114
63 C -1.67 -2.58 3.03  O64 1.427, H69 1.087, H70 1.088, H71 1.090
64 O -2.50 -2.21 4.13  C63 1.427, C65 1.342
65 C -1.94 -2.41 5.33  O64 1.342, O66 1.203, O67 1.334
66 O -0.84 -2.86 5.53  C65 1.203
67 O -2.82 -2.04 6.27  C65 1.334, C68 1.429
68 C -2.35 -2.20 7.61  O67 1.429, H72 1.090, H73 1.090, H74 1.088
69 H -2.22 -2.37 2.12  C63 1.087
70 H -0.76 -1.99 3.03  C63 1.088
71 H -1.43 -3.64 3.06  C63 1.090
72 H -1.47 -1.58 7.79  C68 1.090
73 H -2.14 -3.24 7.82  C68 1.090
74 H -3.15 -1.86 8.27  C68 1.088
75 C 2.44 -3.26 -2.54  O76 1.427, H81 1.090, H82 1.090, H83 1.090
76 O 3.05 -2.60 -3.65  C75 1.427, C77 1.342
77 C 3.78 -3.41 -4.44  O76 1.342, O78 1.201, O79 1.337
78 O 3.94 -4.59 -4.27  C77 1.201
79 O 4.28 -2.68 -5.43  C77 1.337, C80 1.430
80 C 5.09 -3.42 -6.35  O79 1.430, H84 1.090, H85 1.090, H86 1.088
81 H 1.88 -2.51 -1.98  C75 1.090
82 H 1.74 -4.03 -2.88  C75 1.090
83 H 3.20 -3.68 -1.88  C75 1.090
84 H 4.50 -4.19 -6.84  C80 1.090
85 H 5.95 -3.85 -5.85  C80 1.090
86 H 5.44 -2.72 -7.11  C80 1.088
87 C -7.94 -4.14 9.43  O88 1.428, H93 1.088, H94 1.090, H95 1.090
88 O -7.32 -3.52 8.30  C87 1.428, C89 1.337
89 C -6.63 -4.36 7.52  O88 1.337, O90 1.203, O91 1.339
90 O -6.51 -5.55 7.70  C89 1.203
91 O -6.11 -3.66 6.51  C89 1.339, C92 1.426
92 C -5.35 -4.44 5.59  O91 1.426, H96 1.090, H97 1.091, H98 1.089
93 H -8.47 -3.36 9.98  C87 1.088
94 H -8.66 -4.89 9.11  C87 1.090
95 H -7.19 -4.58 10.08  C87 1.090
96 H -5.97 -5.20 5.12  C92 1.090
97 H -4.49 -4.89 6.09  C92 1.091
98 H -4.97 -3.77 4.82  C92 1.089

spin multiplicity = 1
total charge = +1
E = -84243.1505 eV